(1)
Computed, not measured: C53H46Cl7Ge2NO2PZr as an isolated structure at a distorted geometry, with the ωB97M-V functional and the def2-TZVPD basis.

The gap between HOMO and LUMO comes out at 7.094 eV. As for the total charge: +1. The energy is -10015.90859 Ha. For the energy above the lowest of the compared OMol25 structures with the same formula, charge and spin, the calculation gives 105.17 kJ/mol. For the HOMO energy, the calculation gives -10.27 eV. Its LUMO energy is -3.18 eV.

Last column: Löwdin charge in e.
Element x y z (Å)
Zr 0.436 -0.340 -0.453  1.35
C -5.520 0.739 1.440  -0.16
C -4.096 0.311 1.770  -0.29
Ge -2.865 0.551 0.169  1.07
C -2.189 2.352 -0.466  -0.30
C -3.232 3.453 -0.338  -0.16
C -3.683 -0.567 -1.216  -0.21
C -3.146 -1.069 -2.335  -0.35
Ge -1.114 -1.116 -2.475  0.85
C -0.702 -3.096 -2.059  -0.40
C -0.608 -4.160 -3.150  -0.15
C -1.016 -0.969 -4.510  -0.35
C 0.333 -1.126 -5.191  -0.22
C -4.055 -1.513 -3.392  -0.26
C -5.163 -0.728 -3.718  -0.04
C -6.032 -1.117 -4.720  -0.07
C -5.805 -2.287 -5.427  -0.08
C -4.705 -3.069 -5.117  -0.07
C -3.838 -2.687 -4.110  -0.05
H -6.191 0.480 2.254  0.08
H -5.884 0.253 0.538  0.05
H -5.567 1.811 1.288  0.06
H -4.082 -0.756 2.008  0.08
H -3.750 0.848 2.649  0.05
H -1.901 2.252 -1.516  0.05
H -1.303 2.595 0.126  0.03
H -4.112 3.225 -0.938  0.07
H -2.821 4.402 -0.680  0.08
H -3.540 3.565 0.698  0.06
H -4.758 -0.610 -1.069  0.05
H -1.432 -3.428 -1.316  0.04
H 0.276 -3.077 -1.555  -0.02
H -1.572 -4.621 -3.348  0.06
H 0.070 -4.955 -2.840  0.07
H -0.232 -3.746 -4.080  0.05
H -1.432 0.006 -4.775  0.06
H -1.697 -1.714 -4.919  0.05
H 1.001 -0.300 -4.953  0.03
H 0.202 -1.158 -6.270  0.08
H 0.817 -2.051 -4.891  0.00
H -5.327 0.206 -3.197  0.11
H -6.891 -0.505 -4.949  0.11
H -6.478 -2.589 -6.216  0.11
H -4.524 -3.981 -5.667  0.11
H -2.997 -3.309 -3.852  0.08
Cl -0.220 -2.690 1.005  0.89
C -0.482 -1.701 2.392  -0.51
C -0.331 -2.132 3.714  -0.09
C -0.597 -1.249 4.738  -0.61
Cl -0.471 -1.775 6.370  0.76
C -0.967 0.096 4.473  -0.17
C -1.197 1.080 5.454  0.00
C -1.560 2.344 5.063  -0.01
C -1.711 2.627 3.695  -0.11
N -1.499 1.747 2.753  0.13
C -1.121 0.509 3.123  -0.20
C -0.892 -0.420 2.083  -0.39
O -1.084 -0.083 0.790  -0.48
H -0.013 -3.140 3.922  0.12
H -1.084 0.823 6.495  0.10
H -1.753 3.118 5.788  0.12
H -2.021 3.609 3.365  0.12
C 1.246 4.890 3.664  -0.08
C 1.987 3.943 4.349  -0.07
C 2.227 2.698 3.790  -0.07
C 1.700 2.394 2.544  -0.33
C 0.964 3.355 1.856  -0.11
C 0.744 4.599 2.405  -0.08
P 1.931 0.852 1.583  1.12
C 3.076 -0.102 2.622  -0.36
C 2.633 -0.444 3.897  -0.12
C 3.426 -1.203 4.735  -0.07
C 4.669 -1.636 4.301  -0.08
C 5.087 -1.354 3.010  -0.09
C 4.294 -0.596 2.166  -0.12
C 3.038 1.670 0.366  -0.30
C 4.258 2.167 0.761  -0.07
C 5.073 2.861 -0.142  -0.05
C 4.634 3.099 -1.416  -0.01
C 3.345 2.696 -1.823  -0.16
C 2.834 3.061 -3.086  -0.01
C 1.557 2.724 -3.433  -0.07
C 0.759 1.963 -2.556  -0.17
C 1.206 1.541 -1.316  -0.32
C 2.524 1.946 -0.932  -0.22
H 1.068 5.860 4.099  0.11
H 2.403 4.181 5.316  0.11
H 2.839 1.981 4.320  0.10
H 0.602 3.114 0.862  0.08
H 0.203 5.346 1.846  0.11
H 1.660 -0.106 4.229  0.09
H 3.072 -1.458 5.722  0.11
H 5.310 -2.190 4.969  0.11
H 6.034 -1.734 2.656  0.11
H 4.619 -0.398 1.153  0.11
H 4.601 2.020 1.775  0.11
H 6.039 3.212 0.187  0.11
H 5.252 3.643 -2.116  0.12
H 3.473 3.614 -3.761  0.12
H 1.159 3.017 -4.393  0.11
H -0.245 1.704 -2.902  0.07
Cl 4.135 -6.003 -2.624  0.72
C 3.596 -4.598 -1.809  -0.70
C 3.196 -3.477 -2.542  -0.69
Cl 3.271 -3.476 -4.249  0.76
C 2.694 -2.382 -1.859  -0.55
Cl 2.021 -0.998 -2.614  0.90
C 2.584 -2.345 -0.458  -0.48
O 2.052 -1.298 0.117  -0.44
C 3.003 -3.480 0.254  -0.58
Cl 2.811 -3.465 1.960  0.80
C 3.504 -4.593 -0.413  -0.69
Cl 3.963 -5.979 0.481  0.73

(2)
Computed, not measured: C53H47N10S6SnTe as an isolated structure, with the ωB97M-V functional and the def2-TZVPD basis.

The gap between HOMO and LUMO comes out at 4.548 eV. As for the total charge: -1. The energy is -5466.65123 Ha. For the energy above the lowest of the compared OMol25 structures with the same formula, charge and spin, the calculation gives 0.00 kJ/mol. For the HOMO energy, the calculation gives -2.76 eV. Its LUMO energy is 1.79 eV.

Last column: Löwdin charge in e.
Element x y z (Å)
Sn -0.685 -0.247 0.317  0.73
C -4.103 0.339 3.785  -0.04
C -2.731 0.271 3.177  -0.30
N -2.340 1.020 2.209  -0.05
N -3.215 1.926 1.715  -0.03
C -2.753 2.615 0.697  -0.91
N -3.644 3.539 0.196  0.03
S -1.210 2.531 -0.076  0.45
C -1.762 -0.735 3.667  -0.23
C -2.032 -1.532 4.781  -0.02
C -1.071 -2.425 5.221  -0.08
C 0.131 -2.530 4.536  -0.07
C 0.305 -1.735 3.413  -0.15
N -0.603 -0.857 3.003  0.03
H -4.651 1.151 3.319  0.05
H -4.637 -0.599 3.606  0.07
H -4.054 0.503 4.866  0.07
H -4.614 3.356 0.399  0.08
H -3.427 3.870 -0.727  0.05
H -2.990 -1.468 5.279  0.10
H -1.264 -3.046 6.087  0.10
H 0.898 -3.228 4.843  0.10
H 1.196 -1.812 2.793  0.09
N 1.768 0.503 0.534  -0.36
S 3.032 0.395 -0.163  0.71
N 3.304 -0.617 -1.470  -0.37
S 2.970 -0.472 -2.941  0.85
N 1.748 0.283 -3.506  -0.36
S 0.124 -0.050 -3.284  0.74
N -0.511 -0.058 -1.994  -0.42
C -0.449 1.244 -4.393  -0.29
C 0.101 2.513 -4.260  -0.07
C -0.407 3.555 -5.018  -0.07
C -1.461 3.327 -5.896  -0.09
C -2.026 2.064 -5.993  -0.08
C -1.526 1.015 -5.233  -0.06
C -0.111 -1.569 -4.197  -0.32
C -0.578 -2.631 -3.439  -0.06
C -0.746 -3.861 -4.062  -0.04
C -0.457 -4.003 -5.413  -0.07
C 0.010 -2.923 -6.158  -0.09
C 0.197 -1.694 -5.547  -0.10
C 3.144 -2.130 -3.568  -0.29
C 3.103 -3.202 -2.693  -0.09
C 3.262 -4.482 -3.209  -0.05
C 3.471 -4.666 -4.568  -0.07
C 3.511 -3.575 -5.431  -0.08
C 3.341 -2.296 -4.934  -0.08
C 4.299 0.367 -3.793  -0.31
C 5.586 -0.087 -3.542  -0.07
C 6.648 0.502 -4.206  -0.07
C 6.416 1.534 -5.110  -0.08
C 5.124 1.979 -5.346  -0.07
C 4.051 1.390 -4.688  -0.05
C 4.416 -0.214 0.800  -0.30
C 4.667 -1.580 0.836  -0.06
C 5.670 -2.053 1.669  -0.07
C 6.403 -1.172 2.455  -0.09
C 6.117 0.187 2.433  -0.08
C 5.110 0.672 1.611  -0.08
C 3.620 1.964 -0.840  -0.31
C 2.634 2.922 -1.014  -0.06
C 2.973 4.133 -1.603  -0.07
C 4.285 4.374 -1.996  -0.08
C 5.267 3.410 -1.800  -0.08
C 4.935 2.192 -1.223  -0.09
H 0.909 2.670 -3.555  0.09
H 0.010 4.549 -4.912  0.10
H -1.846 4.139 -6.501  0.10
H -2.865 1.893 -6.656  0.10
H -1.975 0.031 -5.285  0.12
H -0.800 -2.496 -2.380  0.03
H -1.107 -4.698 -3.477  0.07
H -0.596 -4.963 -5.895  0.10
H 0.233 -3.045 -7.212  0.10
H 0.573 -0.841 -6.102  0.11
H 2.906 -3.027 -1.637  -0.02
H 3.217 -5.330 -2.539  0.11
H 3.598 -5.667 -4.963  0.10
H 3.673 -3.724 -6.491  0.10
H 3.358 -1.436 -5.594  0.12
H 5.739 -0.886 -2.824  0.13
H 7.658 0.161 -4.019  0.11
H 7.249 1.993 -5.629  0.10
H 4.949 2.788 -6.044  0.11
H 3.031 1.716 -4.848  0.10
H 4.052 -2.251 0.245  0.08
H 5.871 -3.117 1.711  0.11
H 7.186 -1.547 3.102  0.10
H 6.672 0.871 3.064  0.10
H 4.861 1.727 1.601  0.12
H 1.623 2.703 -0.674  0.07
H 2.211 4.891 -1.744  0.11
H 4.547 5.323 -2.450  0.10
H 6.290 3.602 -2.104  0.10
H 5.689 1.429 -1.069  0.11
Te -3.214 -1.863 -0.286  0.58
C -3.359 -3.130 1.385  -1.06
C -2.384 -3.840 2.035  -0.27
C -2.874 -4.683 3.075  -0.23
C -4.224 -4.607 3.226  -0.46
S -4.895 -3.496 2.094  0.85
H -1.335 -3.739 1.786  0.08
H -2.235 -5.322 3.674  0.09
H -4.860 -5.123 3.930  0.04
C -2.205 -6.189 -1.900  -0.04
C -0.903 -5.936 -1.190  -0.35
C -0.191 -6.958 -0.566  -0.05
C 1.007 -6.588 0.021  -0.18
N 1.450 -5.337 0.071  0.03
C 0.660 -4.385 -0.500  -0.80
S 1.123 -2.731 -0.348  0.55
N -0.467 -4.686 -1.186  0.08
H -2.813 -6.907 -1.347  0.08
H -2.025 -6.597 -2.900  0.07
H -2.746 -5.246 -1.992  0.07
H -0.546 -7.980 -0.544  0.09
H 1.649 -7.335 0.486  0.09

(3)
Computed, not measured: C53H48AsN5P3PdSSe2 as an isolated structure, with the ωB97M-V functional and the def2-TZVPD basis.

The gap between HOMO and LUMO (spin up / spin down) comes out at 5.942 / 5.945 eV. As for the total charge: +1. The energy is -10910.86797 Ha. For the energy above the lowest of the compared OMol25 structures with the same formula, charge and spin, the calculation gives 58.05 kJ/mol. For the HOMO energy (spin up / spin down), the calculation gives -9.92 / -9.92 eV. Its LUMO energy (spin up / spin down) is -3.98 / -3.98 eV.

Last column: Löwdin charge in e.
Element x y z (Å)
Pd 1.830 1.193 1.385  0.31
Se -4.458 3.131 0.670  0.38
P -3.288 2.611 -0.974  0.52
C -3.381 3.760 -2.354  -0.36
C -4.445 3.702 -3.247  -0.09
C -4.571 4.659 -4.243  -0.07
C -3.643 5.686 -4.339  -0.07
C -2.593 5.760 -3.434  -0.07
C -2.462 4.802 -2.444  -0.08
C -3.510 0.922 -1.609  -0.34
C -3.417 0.564 -2.946  -0.08
C -3.458 -0.777 -3.313  -0.07
C -3.580 -1.764 -2.348  -0.07
C -3.674 -1.410 -1.006  -0.10
C -3.648 -0.076 -0.641  -0.10
C -1.517 2.469 -0.614  -0.40
C -0.786 2.438 0.550  -0.45
N 0.461 2.051 0.183  -0.20
N 0.495 1.884 -1.121  -0.03
N -0.680 2.131 -1.628  0.05
P -1.079 2.861 2.254  0.75
Se 0.980 2.648 3.137  0.40
C -1.525 4.602 2.323  -0.37
C -2.516 5.198 3.096  -0.09
C -2.710 6.569 3.043  -0.06
C -1.922 7.358 2.220  -0.06
C -0.926 6.772 1.454  -0.06
C -0.723 5.406 1.509  -0.10
C -2.197 1.653 2.970  -0.38
C -1.936 0.340 2.582  -0.11
C -2.731 -0.697 3.037  -0.07
C -3.780 -0.438 3.907  -0.05
C -4.024 0.863 4.322  -0.05
C -3.242 1.904 3.852  -0.09
H -5.199 2.927 -3.159  0.12
H -5.399 4.604 -4.936  0.11
H -3.743 6.433 -5.115  0.11
H -1.874 6.564 -3.502  0.11
H -1.639 4.869 -1.742  0.10
H -3.267 1.315 -3.711  0.10
H -3.386 -1.044 -4.359  0.11
H -3.612 -2.806 -2.638  0.11
H -3.779 -2.173 -0.245  0.08
H -3.747 0.198 0.404  0.07
H -3.168 4.626 3.736  0.08
H -3.490 7.016 3.642  0.11
H -2.085 8.425 2.177  0.11
H -0.300 7.380 0.815  0.11
H 0.071 4.967 0.914  0.11
H -1.115 0.125 1.901  0.08
H -2.545 -1.707 2.694  0.07
H -4.405 -1.248 4.257  0.11
H -4.838 1.072 5.000  0.11
H -3.487 2.902 4.178  0.08
N 6.382 3.317 0.560  0.10
C 5.258 2.658 0.251  -0.91
N 5.284 1.873 -0.830  0.13
S 3.872 2.886 1.192  0.60
H 7.196 3.297 -0.030  0.11
H 6.389 3.901 1.377  0.10
H 6.103 1.769 -1.404  0.12
H 4.420 1.477 -1.158  0.07
C 1.263 -1.972 0.632  -0.38
C -0.122 -2.048 0.022  -0.41
As -1.210 -3.594 0.661  1.32
C 0.018 -4.378 1.963  -0.42
C -0.245 -4.133 3.306  -0.13
C 0.598 -4.627 4.296  -0.08
C 1.704 -5.383 3.948  -0.08
C 1.963 -5.650 2.609  -0.08
C 1.126 -5.152 1.625  -0.11
C -0.918 -4.791 -0.846  -0.41
C 0.180 -4.698 -1.702  -0.13
C 0.327 -5.579 -2.762  -0.08
C -0.625 -6.566 -2.980  -0.08
C -1.721 -6.663 -2.139  -0.08
C -1.870 -5.775 -1.081  -0.12
P 2.418 -0.638 0.136  0.96
C 3.980 -1.295 0.783  -0.36
C 4.668 -0.679 1.819  -0.11
C 5.800 -1.273 2.363  -0.06
C 6.250 -2.489 1.878  -0.06
C 5.562 -3.124 0.849  -0.06
C 4.432 -2.536 0.314  -0.10
C 2.551 -0.671 -1.665  -0.34
C 1.404 -0.535 -2.446  -0.11
C 1.491 -0.535 -3.829  -0.05
C 2.723 -0.661 -4.451  -0.06
C 3.874 -0.789 -3.688  -0.07
C 3.788 -0.798 -2.304  -0.12
H 1.834 -2.883 0.419  0.06
H 1.199 -1.929 1.727  0.09
H -0.095 -2.165 -1.060  0.04
H -0.699 -1.142 0.223  0.03
H -1.117 -3.560 3.599  0.08
H 0.379 -4.428 5.337  0.11
H 2.356 -5.776 4.715  0.11
H 2.814 -6.258 2.334  0.11
H 1.328 -5.393 0.588  0.09
H 0.928 -3.926 -1.556  0.09
H 1.182 -5.494 -3.419  0.10
H -0.513 -7.252 -3.807  0.11
H -2.467 -7.428 -2.308  0.11
H -2.739 -5.861 -0.438  0.10
H 4.355 0.288 2.206  0.05
H 6.326 -0.779 3.168  0.11
H 7.133 -2.945 2.303  0.11
H 5.905 -4.078 0.473  0.11
H 3.898 -3.046 -0.480  0.11
H 0.433 -0.402 -1.996  0.07
H 0.589 -0.417 -4.414  0.11
H 2.788 -0.661 -5.531  0.11
H 4.837 -0.896 -4.168  0.11
H 4.696 -0.932 -1.729  0.09

Which of these has the lowest total charge?
C53H47N10S6SnTe

Among the records above, which one has the highest energy above the lowest of the compared OMol25 structures with the same formula, charge and spin?
C53H46Cl7Ge2NO2PZr